{
  "formula": "C24H45BCl2F3IO5P",
  "method": "ωB97M-V with the def2-TZVPD basis set",
  "energy_ha": -3201.6247,
  "homo_ev": -4.83,
  "charge": -1,
  "gap_ev": 6.93,
  "elements": ["C", "C", "C", "C", "C", "B", "C", "C", "C", "Cl", "O", "C", "P", "O", "Cl", "C", "C", "C", "C", "F", "F", "F", "C", "C", "C", "I", "O", "H", "H", "H", "H", "H", "H", "H", "H", "H", "H", "H", "H", "H", "H", "H", "H", "H", "H", "H", "H", "H", "H", "H", "H", "H", "H", "H", "H", "H", "C", "C", "C", "O", "C", "H", "H", "H", "H", "H", "H", "H", "H", "C", "C", "C", "O", "C", "H", "H", "H", "H", "H", "H", "H", "H"],
  "xyz": [[1.95396, -1.54059, 2.34701], [2.99021, -0.56778, 1.58677], [2.37687, -0.12088, 0.18197], [2.28606, 1.46349, -0.00273], [1.98096, 1.75137, -1.56239], [1.22417, 2.22078, 1.01658], [2.09431, 3.04177, 2.17104], [1.35863, 3.15895, 3.57396], [2.21556, 4.12847, 4.54028], [1.27323, 1.54222, 4.49315], [0.55450, 3.24105, 0.12977], [-0.84004, 2.96357, -0.09571], [-1.56376, 4.71158, -0.03408], [-3.22249, 4.69634, 0.38107], [-0.54886, 5.65253, 1.59180], [-1.25656, 1.85318, 1.00719], [-1.67084, 0.55445, 0.18678], [-1.57889, -0.80766, 1.02886], [-2.67916, -1.87032, 0.55497], [-2.88336, -1.75435, -0.83849], [-3.86996, -1.77711, 1.27141], [-2.15813, -3.17878, 0.72093], [-2.06979, 2.27955, 2.30739], [-3.43378, 1.49972, 2.55982], [-4.01746, 2.06722, 3.95794], [-4.99503, 1.89045, 1.08002], [0.05061, 1.47563, 1.51074], [1.27918, -0.89372, 2.98109], [2.50285, -2.34685, 2.92420], [1.35889, -2.06417, 1.53041], [3.97982, -1.13571, 1.49024], [3.20479, 0.35754, 2.20282], [1.35572, -0.58275, -0.04187], [3.06720, -0.51173, -0.64993], [3.34343, 1.87166, 0.18426], [2.60490, 1.08103, -2.25820], [2.22778, 2.82545, -1.85315], [0.88785, 1.49232, -1.77882], [3.13913, 2.62440, 2.31789], [2.20883, 4.11537, 1.77940], [0.30983, 3.57862, 3.50351], [2.09680, 5.21687, 4.23554], [1.82481, 3.98294, 5.60721], [3.31171, 3.81766, 4.58020], [-1.02210, 2.55179, -1.13758], [-3.79254, 4.54466, -0.39438], [-0.89490, 0.44547, -0.64750], [-2.66698, 0.66891, -0.36762], [-0.58240, -1.29660, 0.76647], [-1.57078, -0.66013, 2.14761], [-2.28645, 3.38810, 2.36014], [-1.38996, 2.04345, 3.19850], [-3.32781, 0.38649, 2.71072], [-5.05619, 1.66576, 4.18059], [-4.14867, 3.19354, 3.80660], [-3.31216, 1.89241, 4.82491], [-4.77104, -4.26684, -2.32647], [-5.36850, -5.64780, -2.49846], [-4.43942, -6.26790, -3.52533], [-3.15008, -5.67626, -3.32745], [-3.28667, -4.55005, -2.44705], [-5.03722, -3.78666, -1.38412], [-5.09572, -3.61692, -3.14552], [-5.30443, -6.19962, -1.55518], [-6.41184, -5.63915, -2.81832], [-4.76290, -6.03539, -4.54612], [-4.36453, -7.35312, -3.42279], [-2.85601, -4.82696, -1.47933], [-2.72831, -3.70156, -2.84596], [5.09702, -2.06598, -3.92311], [5.88315, -1.06587, -3.10330], [5.44627, 0.25262, -3.71220], [4.10373, 0.06978, -4.17864], [3.79086, -1.32892, -4.14808], [4.96251, -3.02997, -3.42999], [5.59935, -2.23839, -4.88090], [5.56878, -1.11600, -2.05604], [6.96333, -1.21643, -3.14274], [6.06824, 0.51821, -4.57456], [5.47571, 1.07581, -2.99494], [3.09251, -1.49831, -3.32122], [3.30162, -1.61592, -5.08148]]
}